Here is the molecule C9H13N3O2 at a distorted geometry from the Open Molecules 2025 dataset. Energies are from wB97M-V/def2-TZVPD.

E_LUMO (spin up / spin down), hartree: -0.0068 / -0.0307
Energy, Ha: -665.2723
HOMO level (spin up / spin down), eV: -8.84 / -7.88
Kohn-Sham gap (spin up / spin down), eV: 8.65 / 7.05

XYZ file:
```
27
C9H13N3O2 wB97M-V/def2-TZVPD
C -1.02732 2.21043 0.48628
C -2.15741 1.68061 0.29759
C 0.22083 1.55167 0.26826
C -3.06283 0.54712 0.07649
C 2.59924 0.34753 -0.36940
C 2.53282 1.86884 -0.12941
C 1.50354 -0.36308 0.44163
C -0.98228 -2.47552 0.75756
C -0.62391 -1.96413 -0.67014
N 1.21874 2.32022 0.24878
N 0.26255 0.18530 0.04690
N -0.60702 -0.46802 -0.75236
O -3.65094 0.04406 1.02962
O -3.45385 0.16453 -1.15313
H -0.94260 3.23144 0.69425
H 2.38051 0.16152 -1.44275
H 3.63355 -0.11043 -0.07639
H 3.14701 2.18801 0.72339
H 2.93182 2.35661 -1.03046
H 1.52155 -1.38747 0.22686
H 1.73753 -0.12718 1.41346
H -1.70790 -1.92101 1.24820
H -1.13823 -3.53182 0.72479
H -0.28383 -2.23550 1.48567
H -1.47302 -2.11750 -1.50245
H 0.32288 -2.45658 -1.01583
H -2.90142 0.30035 -2.02740
```

Here is C9H13N3O2S as an isolated structure at a distorted geometry from the Open Molecules 2025 dataset. Energies are from wB97M-V/def2-TZVPD.

E_LUMO, hartree: -0.0020
Energy, Ha: -1063.3777
HOMO level, eV: -9.34
Kohn-Sham gap, eV: 9.29

XYZ file:
```
28
C9H13N3O2S wB97M-V/def2-TZVPD
C 1.66287 -1.61293 1.03870
C 1.40819 -0.63674 2.20769
H 2.43793 -0.51755 2.77598
H 0.69588 -1.01259 2.84136
C 0.81218 0.57770 1.44579
C -0.45994 0.67643 0.94330
C -1.51336 1.10585 1.69983
C -2.81397 0.68572 1.35485
O -3.81301 0.94470 1.93394
N -2.94921 0.36077 0.04696
C -1.58723 0.05489 -0.66038
N -0.47045 0.04702 -0.30030
S -2.23486 -0.56753 -2.38916
C -0.23574 -0.56312 -2.79074
H -0.36944 -0.92282 -3.93494
H 0.18807 -1.28182 -2.38915
C 0.23492 0.82895 -2.64644
O -0.15716 1.89815 -2.88885
N 1.71583 0.55048 -2.08262
H 2.25033 1.57646 -2.00760
H 2.03086 -0.33376 -1.90252
H -3.65322 0.40832 -0.44083
H -1.20796 1.31553 2.88668
H 1.74338 1.14137 0.62877
H 1.19067 1.19921 2.34354
H 2.46079 -1.42227 0.40424
H 1.75296 -2.63245 1.36659
H 0.88069 -1.86796 0.51531
```

Here is a 2-piece molecular cluster, C9H13N4 overall at a distorted geometry from the Open Molecules 2025 dataset. Energies are from wB97M-V/def2-TZVPD.

E_LUMO (spin up / spin down), hartree: -0.2069 / -0.2039
Energy, Ha: -569.3263
HOMO level (spin up / spin down), eV: -12.55 / -13.26
Net charge: +1
Kohn-Sham gap (spin up / spin down), eV: 6.92 / 7.71

XYZ file:
```
26
C9H13N4 wB97M-V/def2-TZVPD
C -3.31585 -1.84838 0.11398
C -1.97441 -1.71155 -0.36766
C 2.80405 0.61508 -1.21741
C 1.90569 1.54013 -1.61939
C -2.29895 -0.66289 1.58458
C 0.81970 -0.06300 -0.62747
C -1.98850 -0.01810 2.81891
C 2.60061 -1.54121 0.01979
C -0.61907 1.83406 -1.34551
N -3.50050 -1.21245 1.26168
N -1.41456 -1.00264 0.58600
N 2.08163 -0.39056 -0.56028
N 0.64526 1.08768 -1.24505
H -3.97283 -2.26343 -0.61130
H -1.26331 -2.17749 -1.16065
H 3.86789 0.44056 -1.37465
H 2.07071 2.43596 -2.20394
H -2.33163 1.03337 2.97128
H -2.71317 -0.41956 3.61003
H -0.99792 0.12614 2.97306
H 2.80648 -2.37989 -0.71577
H 3.61620 -1.23972 0.46132
H 1.83721 -1.75883 0.87735
H -0.98560 2.08091 -2.33004
H -1.46988 1.17339 -0.76212
H -0.53319 2.84392 -0.74392
```

Here is the molecule C9H13N4OP at a distorted geometry from the Open Molecules 2025 dataset. Energies are from wB97M-V/def2-TZVPD.

Multiplicity: 3
E_LUMO (spin up / spin down), hartree: 0.0105 / -0.1276
Energy, Ha: -986.0581
HOMO level (spin up / spin down), eV: -5.36 / -9.25
Kohn-Sham gap (spin up / spin down), eV: 5.65 / 5.78

XYZ file:
```
28
C9H13N4OP wB97M-V/def2-TZVPD
C 5.87982 -0.43687 -0.20594
C 4.84453 -0.71685 0.29184
C -3.25598 2.72047 -0.23881
C -3.06643 1.54112 0.45468
C -1.18352 2.11273 -0.49124
C 2.68170 -0.54626 0.90015
C 0.45144 -0.54755 -1.24344
C -2.57393 -1.67390 -0.29765
C 1.30634 -1.11784 0.94860
N -2.00182 3.13185 -0.75259
N 3.67396 -1.24341 0.63423
N -1.72346 1.15334 0.27349
N 0.39523 -0.29457 0.14150
O -1.30452 -0.42498 2.26338
P -1.13328 -0.36645 0.81412
H 6.66823 -0.13521 -0.81690
H -4.02243 3.38840 -0.33289
H -3.76374 1.04419 0.99485
H -0.15558 2.00738 -0.95059
H 2.75516 0.51714 1.11279
H 0.03177 0.22902 -1.81662
H 1.49283 -0.49713 -1.54299
H 0.03151 -1.41464 -1.67081
H -2.35505 -1.33315 -1.33216
H -2.29889 -2.71156 0.00743
H -3.39850 -1.08448 0.19003
H 0.77858 -1.03183 1.97383
H 1.24605 -2.26895 0.69174
```

Here is an isolated ion of composition C9H13N5O3P and charge +1 at a distorted geometry from the Open Molecules 2025 dataset. Energies are from wB97M-V/def2-TZVPD.

E_LUMO, hartree: -0.1625
Energy, Ha: -1191.0293
HOMO level, eV: -12.26
Net charge: +1
Kohn-Sham gap, eV: 7.84

XYZ file:
```
31
C9H13N5O3P wB97M-V/def2-TZVPD
N -0.43400 -1.99694 1.16901
C 0.79748 -1.21278 0.71054
C 0.46508 -0.02220 -0.36605
N 1.46268 0.68121 -1.25892
C 2.95045 0.51230 -1.46984
P 3.96340 0.15883 0.10968
O 4.16855 -1.40601 0.33828
O 3.36994 0.92884 1.55514
O 5.58500 0.81603 -0.19884
N 0.95462 1.70390 -2.09245
C -0.53067 1.74110 -1.80186
N -0.82801 0.66215 -0.74981
C -2.21011 0.35478 -0.21897
C -3.38320 -0.25960 -1.16598
C -4.81459 -0.60603 -0.53435
N -5.36808 -0.43862 0.83784
C -4.26273 0.12366 1.66185
C -2.74934 0.51482 1.30830
H -0.41922 -1.97104 2.23230
H -0.40183 -2.99254 0.82794
H 1.59167 -1.98949 0.34285
H 1.25594 -0.69830 1.67604
H 3.35883 1.51302 -1.97287
H 3.11374 -0.32738 -2.30089
H 3.47233 0.25834 2.31498
H 5.54838 1.78875 0.04515
H -1.27962 2.47009 -2.33750
H -3.17436 -0.44889 -2.30983
H -5.59799 -1.09050 -1.29770
H -4.57849 0.31283 2.80006
H -2.02586 0.91968 2.14592
```

Here is a 2-piece molecular cluster, C9H13NO overall at a distorted geometry from the Open Molecules 2025 dataset. Energies are from wB97M-V/def2-TZVPD.

E_LUMO, hartree: 0.0289
Energy, Ha: -480.5549
HOMO level, eV: -8.50
Kohn-Sham gap, eV: 9.29

XYZ file:
```
24
C9H13NO wB97M-V/def2-TZVPD
C -1.69517 -2.68904 -1.02484
C -0.71979 -1.98496 -0.12463
C -0.47223 -0.55503 -0.25907
C 0.86525 -0.70466 -0.50955
N 1.86292 -0.50298 -1.49453
C 2.03440 -1.62701 -2.08472
O 1.35012 -2.65919 -1.64303
C 0.81996 -2.21955 -0.36202
H -2.59012 -3.03573 -0.39996
H -1.41179 -3.70056 -1.45346
H -1.97703 -2.03356 -1.88303
H -0.93091 -2.24658 0.88406
H -1.16861 0.24877 -0.20211
H 2.79151 -1.76530 -2.84517
H 1.34028 -2.74857 0.48640
C 0.13116 3.22267 0.35268
C -1.10870 3.22368 0.68198
C -2.11217 2.62068 -0.25710
H 0.91921 3.44825 0.99321
H 0.45030 2.77394 -0.52436
H -1.53078 3.47568 1.60001
H -2.49357 1.59394 -0.10638
H -1.59077 2.52100 -1.24469
H -2.92555 3.31873 -0.37466
```

Repeat the sixth record exactly.
Here is a 2-piece molecular cluster, C9H13NO overall at a distorted geometry from the Open Molecules 2025 dataset. Energies are from wB97M-V/def2-TZVPD.

E_LUMO, hartree: 0.0289
Energy, Ha: -480.5549
HOMO level, eV: -8.50
Kohn-Sham gap, eV: 9.29

XYZ file:
```
24
C9H13NO wB97M-V/def2-TZVPD
C -1.69517 -2.68904 -1.02484
C -0.71979 -1.98496 -0.12463
C -0.47223 -0.55503 -0.25907
C 0.86525 -0.70466 -0.50955
N 1.86292 -0.50298 -1.49453
C 2.03440 -1.62701 -2.08472
O 1.35012 -2.65919 -1.64303
C 0.81996 -2.21955 -0.36202
H -2.59012 -3.03573 -0.39996
H -1.41179 -3.70056 -1.45346
H -1.97703 -2.03356 -1.88303
H -0.93091 -2.24658 0.88406
H -1.16861 0.24877 -0.20211
H 2.79151 -1.76530 -2.84517
H 1.34028 -2.74857 0.48640
C 0.13116 3.22267 0.35268
C -1.10870 3.22368 0.68198
C -2.11217 2.62068 -0.25710
H 0.91921 3.44825 0.99321
H 0.45030 2.77394 -0.52436
H -1.53078 3.47568 1.60001
H -2.49357 1.59394 -0.10638
H -1.59077 2.52100 -1.24469
H -2.92555 3.31873 -0.37466
```

> The highest energy belongs to which entry?

C9H13NO

> Which value of energy does entry 6 give?

-480.5549 Ha